[1]
The following is a quantum chemistry calculation of an isolated molecule of C2H6BrOP at a distorted geometry, from the Open Molecules 2025 dataset.

As for the HOMO-LUMO gap: 9.71 eV. The total energy comes out at -3070.36242 Ha. For the LUMO energy, the calculation gives 0.7 eV. As for the strongest force on any atom: 3.02 eV/A. For the relative energy (zero: lowest compared OMol25 entry of this formula, charge and spin), the calculation gives 59.8 kcal per mole.

The geometry in XYZ format:
```
11
C2H6BrOP (the ωB97M-V functional and the def2-TZVPD basis)
P -0.060 1.572 -1.076
O -0.585 1.003 0.375
C -0.837 -0.411 0.468
C 0.446 -1.213 0.389
Br 1.132 -1.323 -1.446
H -0.208 2.988 -0.631
H 1.309 1.698 -0.916
H -1.353 -0.394 1.454
H -1.637 -0.670 -0.186
H 0.452 -2.332 0.673
H 1.341 -0.919 0.895
```


[2]
The following is a quantum chemistry calculation of C32H26IN3O9Pd as an isolated structure, from the Open Molecules 2025 dataset.

As for the HOMO-LUMO gap: 6.19 eV. The total charge is -2. The total energy comes out at -2502.12893 Ha. For the LUMO energy, the calculation gives 4.0 eV. As for the strongest force on any atom: 0.47 eV/A.

The geometry in XYZ format:
```
72
C32H26IN3O9Pd (the ωB97M-V functional and the def2-TZVPD basis)
Pd -0.543 0.456 -0.593
O 5.881 -1.598 1.812
C 4.815 -0.871 2.424
C 3.556 -0.836 1.600
C 2.328 -1.181 2.141
C 1.178 -1.012 1.383
N 1.223 -0.545 0.139
C 2.399 -0.229 -0.405
C 3.586 -0.368 0.292
C 2.374 0.304 -1.796
C 3.261 -0.200 -2.743
C 3.174 0.247 -4.053
C 4.050 -0.341 -5.130
O 4.746 0.633 -5.897
C 2.207 1.200 -4.351
C 1.381 1.658 -3.338
N 1.458 1.224 -2.087
H 5.910 -1.341 0.885
H 5.115 0.161 2.632
H 4.617 -1.366 3.376
H 2.244 -1.519 3.165
H 0.177 -1.169 1.775
H 4.505 -0.013 -0.160
H 3.976 -0.961 -2.459
H 3.436 -0.971 -5.790
H 4.815 -0.975 -4.680
H 4.143 1.366 -6.058
H 2.051 1.560 -5.362
H 0.603 2.387 -3.538
O 3.117 1.408 4.298
C 1.732 1.471 4.242
C 0.996 0.999 5.321
C -0.395 0.988 5.269
C -1.046 1.434 4.132
C -0.294 1.891 3.059
C 1.097 1.932 3.085
C 1.830 2.465 1.843
O 2.850 3.147 2.032
O 1.305 2.158 0.747
H 3.332 1.046 5.165
H 1.517 0.619 6.198
H -0.960 0.597 6.110
H -2.120 1.359 4.031
H -0.783 2.171 2.134
O -3.724 0.339 2.246
C -2.959 -0.348 1.554
O -1.701 -0.271 1.505
C -3.586 -1.450 0.702
C -4.916 -1.337 0.307
C -5.521 -2.275 -0.534
C -4.738 -3.332 -0.932
O -5.075 -4.392 -1.758
C -3.837 -5.047 -2.017
O -2.888 -4.618 -1.062
C -3.429 -3.462 -0.522
C -2.816 -2.537 0.280
H -5.463 -0.475 0.662
H -6.542 -2.170 -0.872
H -3.488 -4.777 -3.024
H -3.985 -6.126 -1.916
H -1.769 -2.588 0.543
I -0.986 -1.391 -2.618
C -2.013 1.632 -1.036
C -2.915 1.553 -2.108
C -3.926 2.490 -2.193
C -4.020 3.483 -1.223
C -3.077 3.480 -0.212
N -2.099 2.586 -0.124
H -2.814 0.754 -2.826
H -4.643 2.439 -3.007
H -4.804 4.227 -1.236
H -3.107 4.227 0.574
```


[3]
The following is a quantum chemistry calculation of an isolated ion of composition C7H14N and charge +1 at a distorted geometry, from the Open Molecules 2025 dataset.

As for the HOMO-LUMO gap (spin up / spin down): 7.05 / 9.21 eV. The total charge is +1. The total energy comes out at -329.39505 Ha. For the LUMO energy (spin up / spin down), the calculation gives -4.7 / -3.7 eV. As for the strongest force on any atom: 6.26 eV/A. For the relative energy (zero: lowest compared OMol25 entry of this formula, charge and spin), the calculation gives 133.3 kcal per mole.

The geometry in XYZ format:
```
22
C7H14N (the ωB97M-V functional and the def2-TZVPD basis)
C 0.573 0.029 -1.969
C -0.984 1.405 -0.221
C -0.357 -1.084 -1.395
C -0.627 0.347 -1.204
C -0.048 1.276 0.982
C -0.043 -2.224 -0.383
C 1.449 1.164 1.052
N -0.887 0.317 1.859
H 1.479 0.158 -1.533
H 0.665 -0.031 -3.050
H -0.853 2.332 -0.889
H -1.985 1.305 -0.059
H -0.885 -1.586 -2.071
H 0.640 -1.778 0.477
H 0.434 -3.104 -0.932
H -0.891 -2.633 -0.080
H 1.665 1.842 1.901
H 1.812 1.748 0.287
H 1.991 0.171 0.995
H -0.600 -0.740 1.716
H -1.843 0.526 1.692
H -0.705 0.557 2.824
```


[4]
The following is a quantum chemistry calculation of a 2-piece molecular cluster, C5H16NO overall at a distorted geometry, from the Open Molecules 2025 dataset.

As for the HOMO-LUMO gap (spin up / spin down): 3.90 / 12.10 eV. The spin multiplicity is 2. As for the expectation value of S²: 0.7505. The total energy comes out at -329.92651 Ha. For the LUMO energy (spin up / spin down), the calculation gives 0.9 / 0.7 eV. As for the strongest force on any atom: 4.57 eV/A. For the relative energy (zero: lowest compared OMol25 entry of this formula, charge and spin), the calculation gives 56.0 kcal per mole.

The geometry in XYZ format:
```
23
C5H16NO (the ωB97M-V functional and the def2-TZVPD basis)
C 0.854 -1.046 1.256
C 0.138 -0.652 0.071
C -1.415 -0.419 0.056
C -1.963 -1.748 -0.445
C -2.051 0.087 1.355
N 0.904 0.759 -0.347
H 0.949 -0.240 1.965
H 1.858 -1.385 0.978
H 0.448 -1.962 1.771
H 0.455 -1.217 -0.788
H -1.713 0.352 -0.744
H -3.029 -1.679 -0.710
H -2.004 -2.539 0.311
H -1.270 -2.209 -1.246
H -3.138 0.234 1.391
H -1.792 1.138 1.628
H -1.709 -0.670 1.935
H 1.934 0.828 -0.105
H 0.673 1.654 0.191
H 0.837 1.010 -1.374
H 2.356 3.152 -1.963
H 3.652 2.404 -1.909
O 2.724 2.310 -1.582
```


[5]
The following is a quantum chemistry calculation of a 2-piece molecular cluster, C6H6F3N3O overall at a distorted geometry, from the Open Molecules 2025 dataset.

As for the HOMO-LUMO gap (spin up / spin down): 7.55 / 6.39 eV. The spin multiplicity is 3. As for the expectation value of S²: 2.0205. The total energy comes out at -771.16240 Ha. For the LUMO energy (spin up / spin down), the calculation gives 0.6 / -3.6 eV. As for the strongest force on any atom: 4.12 eV/A. For the relative energy (zero: lowest compared OMol25 entry of this formula, charge and spin), the calculation gives 2.6 kcal per mole.

The geometry in XYZ format:
```
19
C6H6F3N3O (the ωB97M-V functional and the def2-TZVPD basis)
C 2.625 -1.082 1.194
C 1.357 -1.855 -0.277
C -2.142 1.182 -0.884
C -1.118 0.938 0.131
C 0.516 0.318 -1.109
C 1.151 1.609 -1.574
N 2.180 -2.242 0.650
N 2.116 -0.012 0.648
N 1.300 -0.491 -0.306
O -2.386 2.257 -1.367
F 0.442 2.149 -2.570
F 2.383 1.375 -2.068
F 1.286 2.534 -0.626
H 3.329 -1.046 1.999
H 0.802 -2.487 -0.939
H -2.683 0.268 -1.208
H -0.693 1.808 0.609
H -1.214 0.052 0.736
H 0.018 -0.213 -1.912
```


[6]
The following is a quantum chemistry calculation of C48H52IrN9P as an isolated structure, from the Open Molecules 2025 dataset.

As for the HOMO-LUMO gap: 4.80 eV. The total charge is -1. The total energy comes out at -2798.92741 Ha. For the LUMO energy, the calculation gives 1.6 eV. As for the strongest force on any atom: 0.82 eV/A.

The geometry in XYZ format:
```
111
C48H52IrN9P (the ωB97M-V functional and the def2-TZVPD basis)
Ir -1.251 -0.269 0.259
C -0.687 1.860 6.486
C -1.096 3.093 5.940
C -1.375 3.214 4.594
C -1.220 2.088 3.786
C -1.478 1.852 2.391
N -2.028 2.758 1.581
C -2.348 2.530 0.341
C -3.006 3.520 -0.509
C -3.339 4.849 -0.297
C -3.900 5.554 -1.351
C -4.122 4.942 -2.590
C -3.787 3.614 -2.799
C -3.227 2.911 -1.743
C -2.702 1.552 -1.648
N -2.768 0.696 -2.625
C -2.334 -0.563 -2.545
N -1.748 -1.177 -1.471
C -1.664 -2.521 -1.720
N -1.596 -3.477 -0.781
C -1.377 -3.308 0.472
N -0.662 -2.188 1.101
C -1.001 -2.302 2.526
N -0.839 -1.410 3.434
C -0.787 -0.082 3.249
N -1.126 0.563 2.092
C -0.796 0.863 4.327
C -0.542 0.740 5.695
C -1.552 -3.623 2.755
C -1.901 -4.267 3.935
C -2.461 -5.532 3.856
C -2.697 -6.135 2.616
C -2.377 -5.483 1.436
C -1.788 -4.227 1.515
C -2.098 -2.770 -3.064
C -2.222 -3.942 -3.815
C -2.730 -3.843 -5.093
C -3.131 -2.603 -5.626
C -3.035 -1.446 -4.880
C -2.508 -1.534 -3.591
N -2.207 1.362 -0.377
H -0.487 1.795 7.549
H -1.200 3.952 6.591
H -1.706 4.151 4.165
H -3.156 5.315 0.663
H -4.166 6.595 -1.219
H -4.555 5.520 -3.397
H -3.944 3.129 -3.754
H -0.230 -0.210 6.112
H -1.733 -3.777 4.886
H -2.728 -6.061 4.762
H -3.142 -7.122 2.584
H -2.570 -5.924 0.467
H -1.918 -4.892 -3.394
H -2.826 -4.735 -5.701
H -3.530 -2.563 -6.632
H -3.358 -0.491 -5.274
C 1.883 -3.603 2.944
C 1.377 -3.750 1.506
C 2.502 -4.306 0.636
C 0.825 -2.424 0.925
H 2.349 -4.533 3.277
H 1.089 -3.358 3.645
H 2.635 -2.810 2.999
H 0.583 -4.494 1.488
H 3.383 -3.664 0.669
H 2.186 -4.407 -0.405
H 2.797 -5.294 0.998
H 0.989 -2.370 -0.149
H 1.327 -1.568 1.374
C 2.373 3.092 -3.070
C 1.299 2.445 -2.192
C 0.575 3.580 -1.466
C 0.272 1.736 -3.085
P 1.830 1.180 -0.848
N 0.733 0.226 -0.328
C 2.677 2.177 0.556
C 3.627 3.309 0.150
C 3.461 1.169 1.408
C 1.578 2.728 1.461
C 3.215 0.116 -1.671
C 2.614 -0.446 -2.969
C 3.520 -1.096 -0.785
C 4.556 0.784 -1.991
H 1.898 3.881 -3.663
H 2.820 2.393 -3.773
H 3.167 3.559 -2.489
H 0.027 4.186 -2.193
H 1.262 4.239 -0.942
H -0.138 3.188 -0.750
H -0.437 2.463 -3.490
H -0.287 1.004 -2.508
H 0.732 1.221 -3.925
H 4.404 2.986 -0.537
H 4.123 3.689 1.050
H 3.102 4.148 -0.303
H 4.393 0.867 0.935
H 2.858 0.282 1.613
H 3.715 1.633 2.366
H 1.121 3.640 1.084
H 1.989 2.949 2.451
H 0.804 1.978 1.583
H 1.617 -0.853 -2.789
H 3.254 -1.254 -3.337
H 2.552 0.299 -3.757
H 2.625 -1.410 -0.261
H 4.304 -0.902 -0.056
H 3.862 -1.919 -1.419
H 4.466 1.667 -2.614
H 5.175 0.060 -2.533
H 5.101 1.050 -1.087
```